(1)
DFT (ωB97M-V/def2-TZVPD) results for 3 unconnected molecules or ions with the total composition C4H14NO2 in a non-equilibrium geometry.

## Properties
- Net charge: +1
- LUMO: -3.1 eV
- HOMO: -14.07 eV
- DFT total energy: -365.76750 a.u.
- Maximum force: 2.87 eV/A

Each line ends with the natural charge from an NBO analysis.
Element x y z (Å)
O 2.169 0.437 -2.368  -0.9677
O -2.758 1.314 -0.808  -0.9886
N -0.184 0.543 -0.667  -0.7395
C -1.785 -0.645 0.782  -0.3523
C 0.533 -0.175 1.663  -0.4582
C 1.666 -1.113 1.277  -0.6253
C -0.549 -0.189 0.591  0.1482
H 2.707 -0.875 1.616  0.2385
H 0.038 -0.502 2.583  0.2482
H -0.416 1.526 -0.520  0.4506
H -2.617 -0.402 0.172  0.2216
H -0.902 0.138 -1.342  0.4652
H 3.087 0.610 -2.132  0.4994
H 1.542 -2.175 1.456  0.2360
H -2.763 2.065 -1.414  0.4974
H -3.670 1.040 -0.667  0.5025
H 1.908 -1.082 0.208  0.1868
H 0.962 0.835 1.748  0.2286
H -1.920 -1.259 1.691  0.2362
H 2.172 -0.369 -2.905  0.4944
H 0.778 0.279 -0.965  0.4779

=====

(2)
DFT (ωB97M-V/def2-TZVPD) results for C2H6N2O2 in the gas phase in a non-equilibrium geometry.

## Properties
- SMILES: CO/N=C\NO
- Net charge: 0
- LUMO: 0.7 eV
- HOMO: -8.33 eV
- DFT total energy: -339.56816 a.u.
- Maximum force: 10.25 eV/A

Each line ends with the natural charge from an NBO analysis.
Element x y z (Å)
O 2.860 -0.154 0.422  -0.5614
O -0.824 -0.438 -0.081  -0.4007
N -0.500 0.788 -0.062  -0.1721
N 1.684 -0.361 -0.461  -0.3721
C 0.877 0.787 -0.225  0.1301
C -2.215 -0.287 0.114  -0.2681
H -2.227 0.199 1.203  0.1764
H -2.765 -1.152 -0.072  0.1875
H -2.703 0.569 -0.340  0.2003
H 3.686 -0.513 -0.218  0.4750
H 1.048 -1.266 -0.298  0.3920
H 1.078 1.827 0.018  0.2132